# 1
The following is a quantum chemistry calculation of CH2INS as an isolated structure, from OMol25.

Structure (XYZ):
```
6
Properties=species:S:1:pos:R:3:forces:R:3
C 0.11061 -0.51625 -0.07357 1.65 -0.23 0.96
N 0.00074 0.70658 0.25903 1.25 0.58 0.43
S -1.49212 -1.02276 -0.64194 0.85 -2.55 -0.37
I 1.67095 1.61837 1.02483 0.10 0.00 -0.03
H 1.11726 -1.04320 0.05800 -1.82 0.01 -0.43
H -1.40743 0.25726 -0.62635 -2.03 2.20 -0.57
```
Forces are in eV/Å.

The HOMO energy comes out at -9.1240 eV. For the total energy, the calculation gives -21493.2179 eV. Its relative energy (zero: lowest compared OMol25 entry of this formula, charge and spin) is 151.7 kJ/mol.

Atom charges from the Mulliken analysis, given in e for atoms 1 to 5: C 0.11; N -0.48; S -0.22; I 0.10; H 0.28

# 2
The following is a quantum chemistry calculation of one molecule with the formula CH2INS2, from OMol25.

Structure (XYZ):
```
7
Properties=species:S:1:pos:R:3:forces:R:3
C 0.48726 0.35896 0.01701 -1.76 1.42 0.16
N -1.18428 -1.61273 0.20948 1.78 0.23 -0.73
S -0.50644 1.61593 -0.20094 1.71 -1.22 0.17
S 2.11457 0.27906 0.42183 -0.48 -1.82 -0.16
I -2.64674 -0.36392 -0.19543 -0.19 -1.02 -0.41
H -0.53522 -1.82908 -0.62436 -1.82 0.58 0.90
H 2.27085 1.55179 0.37241 0.77 1.83 0.06
```
Forces are in eV/Å.

The HOMO energy (alpha / beta) comes out at -8.4101 / -8.7670 eV. For the total energy, the calculation gives -32325.8450 eV. Its relative energy (zero: lowest compared OMol25 entry of this formula, charge and spin) is 275.8 kJ/mol.

Atom charges from the Mulliken analysis, given in e for atoms 1 to 5: C 0.13; N -0.54; S -0.22; S -0.06; I 0.28